a) {
  "formula": "Br2HNS2",
  "method": "ωB97M-V/def2-TZVPD",
  "elements": ["N", "S", "S", "Br", "Br", "H"],
  "coordinates": [[-0.2396, -0.3393, -0.7613], [-1.0407, 1.1338, -0.7638], [-0.6164, -1.6727, 0.1718], [0.3104, 2.3621, 0.5445], [0.9159, -1.3352, 1.9357], [0.6704, -0.1487, -1.1269]],
  "lowdin_charge": [-1.000, 0.349, 0.414, 0.147, 0.086, 0.005],
  "orbital_gap_ev": 8.184,
  "homo_energy_ev": -9.415,
  "smiles": "BrSNSBr"
}



b) {
  "formula": "Br2HNS2",
  "method": "ωB97M-V/def2-TZVPD",
  "elements": ["N", "S", "S", "Br", "Br", "H"],
  "coordinates": [[-0.6035, -0.2814, 0.5431], [-0.7502, -1.9223, 0.8063], [-1.2132, 0.9133, 1.4370], [-2.4803, -2.5017, -0.3052], [-3.1652, 2.2113, -0.0202], [0.2358, -0.2432, -0.1459]],
  "lowdin_charge": [-1.029, 0.286, 0.542, 0.227, -0.114, 0.088],
  "orbital_gap_ev": 7.116,
  "homo_energy_ev": -9.590,
  "smiles": "BrSNSBr"
}



Most stable of them? a).



a) {
  "formula": "H24HeO12",
  "method": "ωB97M-V/def2-TZVPD",
  "elements": ["He", "O", "H", "H", "O", "H", "H", "O", "H", "H", "O", "H", "H", "O", "H", "H", "O", "H", "H", "O", "H", "H", "O", "H", "H", "O", "H", "H", "O", "H", "H", "O", "H", "H", "O", "H", "H"],
  "coordinates": [[-0.7944, -0.1337, -0.3137], [0.8780, 0.9255, -2.7608], [1.2949, 0.8254, -3.6166], [0.6049, 0.0398, -2.5219], [0.9800, -2.2361, 2.7756], [0.9264, -2.5872, 1.8867], [1.1536, -1.3025, 2.6548], [-2.3384, 2.0078, 0.4297], [-2.4862, 1.8458, -0.5020], [-2.5307, 1.1708, 0.8523], [0.5402, 2.4447, 1.1695], [-0.4089, 2.4566, 1.0451], [0.7518, 3.3227, 1.4863], [2.3795, 2.2380, -0.8808], [1.8391, 1.9584, -1.6197], [1.8090, 2.1456, -0.1177], [1.1220, 0.6378, 3.4373], [0.9482, 0.9794, 2.5602], [0.9093, 1.3636, 4.0241], [0.2215, -1.9122, -2.4343], [0.0350, -2.3359, -1.5965], [1.0453, -2.3045, -2.7235], [-2.8982, -0.3622, 1.4394], [-2.5528, -0.9169, 2.1389], [-3.7787, -0.1270, 1.7323], [1.2955, -3.0317, 0.1015], [1.5721, -2.1201, 0.0086], [2.0725, -3.5426, -0.1257], [-2.7602, -2.4735, -0.7177], [-3.0460, -1.6529, -0.3161], [-2.6264, -3.0681, 0.0204], [-1.7757, 1.8202, -2.5862], [-1.7332, 2.7051, -2.9488], [-0.8676, 1.5173, -2.5856], [2.4408, -0.3440, 0.1448], [2.5865, 0.5081, -0.2662], [3.1918, -0.4614, 0.7265]],
  "lowdin_charge": [0.176, -0.042, 0.082, 0.011, -0.064, -0.029, -0.024, -0.079, 0.003, -0.047, -0.039, 0.023, 0.073, -0.065, -0.008, -0.019, -0.049, -0.008, 0.040, -0.052, 0.005, 0.048, -0.046, 0.078, 0.076, -0.047, -0.005, 0.066, -0.057, -0.011, 0.030, -0.052, 0.044, -0.021, -0.045, -0.009, 0.060],
  "orbital_gap_ev": 10.672,
  "homo_energy_ev": -10.424
}



b) {
  "formula": "H24HeO12",
  "method": "ωB97M-V/def2-TZVPD",
  "elements": ["He", "O", "H", "H", "O", "H", "H", "O", "H", "H", "O", "H", "H", "O", "H", "H", "O", "H", "H", "O", "H", "H", "O", "H", "H", "O", "H", "H", "O", "H", "H", "O", "H", "H", "O", "H", "H"],
  "coordinates": [[10.0548, 17.6063, 1.3988], [9.4232, 16.1561, -0.9057], [9.4375, 16.2575, 0.0460], [9.5663, 17.0402, -1.2435], [14.0385, 17.4905, 0.8061], [13.4840, 17.2277, 1.5408], [14.9111, 17.5884, 1.1872], [10.4214, 20.9970, 0.6308], [9.8369, 20.3246, 0.9809], [9.8409, 21.6044, 0.1722], [12.1325, 15.1088, 1.3528], [11.2017, 14.9903, 1.5417], [12.4543, 15.6584, 2.0674], [9.2455, 15.0226, 2.1608], [9.5797, 14.2096, 2.5397], [8.2948, 14.9114, 2.1546], [10.2777, 18.6377, -1.6473], [11.2092, 18.7757, -1.8194], [9.8325, 19.0680, -2.3773], [12.8774, 19.7784, -0.4402], [13.3092, 18.9936, -0.1027], [12.0640, 19.8389, 0.0606], [10.1820, 16.0593, 4.4407], [9.8297, 15.6922, 3.6300], [9.7125, 16.8858, 4.5539], [8.8961, 18.5242, 5.1269], [9.1306, 19.3604, 4.7244], [9.2013, 18.5990, 6.0310], [8.1694, 19.3411, 0.6183], [8.6161, 19.0299, -0.1690], [7.5547, 20.0021, 0.3000], [6.7985, 17.0081, 1.4969], [6.1334, 17.3493, 2.0947], [7.3156, 17.7749, 1.2502], [12.6031, 17.0955, 3.4307], [13.1882, 17.7528, 3.8075], [11.9185, 16.9778, 4.0893]],
  "lowdin_charge": [0.192, -0.071, -0.054, -0.039, -0.029, -0.005, 0.056, -0.048, -0.009, 0.043, -0.043, -0.017, -0.021, -0.049, 0.072, 0.067, -0.038, 0.053, 0.067, -0.063, -0.017, -0.018, -0.062, -0.029, -0.010, -0.032, 0.051, 0.055, -0.058, 0.020, 0.075, -0.054, 0.034, -0.030, -0.055, 0.056, 0.012],
  "orbital_gap_ev": 10.185,
  "homo_energy_ev": -10.300
}



Most stable of them? a).



a) {
  "formula": "C2HN4S",
  "method": "ωB97M-V/def2-TZVPD",
  "elements": ["C", "C", "N", "N", "N", "N", "S", "H"],
  "coordinates": [[-1.5133, -0.6577, -0.1670], [-0.2461, -1.0441, 0.2629], [1.2343, 1.6788, -0.0454], [1.4261, 1.4428, 1.0544], [-2.6138, -0.4896, -0.4986], [1.0364, 1.8528, -1.1932], [0.2568, -2.6018, 0.0877], [0.4195, -0.1813, 0.4993]],
  "lowdin_charge": [-0.345, -0.653, -0.657, -0.065, 0.148, -0.067, 0.653, -0.013],
  "total_charge": -1,
  "orbital_gap_ev": 5.054,
  "homo_energy_ev": -3.385
}



b) {
  "formula": "C2HN4S",
  "method": "ωB97M-V/def2-TZVPD",
  "elements": ["C", "C", "N", "N", "N", "N", "S", "H"],
  "coordinates": [[0.8812, -0.6561, -0.6736], [0.5675, 0.4283, 0.0576], [-0.4475, -0.6310, -2.4014], [1.4890, -1.6461, -1.0830], [0.1630, -1.5645, -2.7938], [1.1210, -2.2222, -2.2968], [1.4121, 1.8784, 0.0174], [-0.3333, 0.3964, 0.6682]],
  "lowdin_charge": [-0.339, -0.739, 0.089, -0.021, -0.279, -0.143, 0.398, 0.034],
  "total_charge": -1,
  "orbital_gap_ev": [7.010, 7.014],
  "homo_energy_ev": [-3.634, -3.634]
}



Most stable of them? a).



a) {
  "formula": "CH3BrOS",
  "method": "ωB97M-V/def2-TZVPD",
  "elements": ["C", "O", "S", "Br", "H", "H", "H"],
  "coordinates": [[-1.1186, -1.0077, -0.0729], [1.8629, 2.7943, 0.4526], [2.4078, 1.7133, -0.3585], [1.1120, -0.1350, 0.1339], [-1.1635, -1.6878, 0.7820], [-1.1870, -1.4252, -1.1053], [-1.9136, -0.2518, 0.1682]],
  "lowdin_charge": [-0.236, -0.660, 0.489, 0.403, -0.015, 0.007, 0.013],
  "orbital_gap_ev": [7.729, 6.522],
  "homo_energy_ev": [-9.022, -7.896]
}



b) {
  "formula": "CH3BrOS",
  "method": "ωB97M-V/def2-TZVPD",
  "elements": ["C", "O", "S", "Br", "H", "H", "H"],
  "coordinates": [[0.6860, 0.1906, -0.3266], [0.4663, -0.3656, 0.9929], [-0.7977, -1.2995, 0.9394], [-2.5512, 0.4966, 0.6207], [0.8052, -0.5917, -1.1459], [1.6240, 0.7925, -0.5130], [-0.2325, 0.7771, -0.5675]],
  "lowdin_charge": [-0.234, -0.670, 0.611, 0.097, 0.091, 0.101, 0.005],
  "orbital_gap_ev": 7.867,
  "homo_energy_ev": -9.466,
  "smiles": "COSBr"
}



Most stable of them? b).